[1]
{"formula": "C6H11S", "method": "ωB97M-V/def2-TZVPD", "species": ["C", "C", "C", "C", "H", "H", "H", "H", "H", "H", "C", "C", "S", "H", "H", "H", "H", "H"], "positions_angstrom": [[2.538, -0.331, -0.089], [2.448, 0.788, 0.626], [1.461, 1.823, 0.304], [1.201, 2.849, 1.112], [1.786, -0.509, -0.852], [3.220, -1.141, 0.140], [3.167, 1.042, 1.401], [0.914, 1.727, -0.624], [0.395, 3.536, 0.891], [1.755, 2.994, 2.035], [-2.272, -2.393, -0.667], [-2.584, -0.907, -0.528], [-1.157, 0.154, -0.941], [-1.382, -2.635, -0.083], [-2.057, -2.631, -1.711], [-3.110, -3.020, -0.331], [-2.908, -0.712, 0.500], [-3.416, -0.633, -1.183]], "forces_ev_per_angstrom": [[-0.4, -0.2, 0.2], [0.4, 0.4, -0.6], [0.1, 0.2, 0.3], [0.1, 0.0, -0.1], [0.1, -0.1, 0.0], [0.2, 0.2, 0.0], [-0.1, -0.2, 0.2], [-0.1, -0.2, 0.1], [0.1, 0.1, 0.0], [-0.1, 0.0, 0.0], [-0.1, 0.0, -0.1], [0.2, 0.2, -0.1], [-0.1, -0.1, 0.0], [0.0, 0.0, 0.0], [0.0, 0.0, 0.0], [0.0, 0.0, 0.0], [0.0, 0.0, 0.0], [-0.1, -0.1, 0.1]], "e_lumo_ha": 0.1439, "total_charge": -1, "max_force_ha_per_bohr": 0.0156, "relative_energy_kcal_mol": 3.71, "e_homo_ha": -0.085, "spin_multiplicity": 1}


[2]
{"formula": "C3H4HgO4", "method": "ωB97M-V/def2-TZVPD", "species": ["C", "C", "O", "C", "O", "O", "O", "H", "H", "H", "Hg", "H"], "positions_angstrom": [[-0.249, 1.697, -0.036], [0.835, 0.902, -0.358], [-0.781, -2.188, -1.767], [-0.570, -2.335, -0.537], [0.641, -2.540, -0.063], [-1.287, -1.729, 0.383], [-0.410, 2.379, 1.059], [-1.196, 1.566, -0.573], [1.222, 0.216, -1.114], [1.793, 1.308, -0.006], [0.377, -1.004, 1.096], [-0.374, 1.729, 1.917]], "forces_ev_per_angstrom": [[-0.5, -4.1, -2.2], [2.0, 1.5, 1.1], [-0.4, -1.8, 2.3], [0.3, 2.7, -4.4], [2.2, -4.5, -2.0], [-5.3, -1.3, -0.2], [0.1, -0.6, 4.9], [0.3, 0.4, -0.4], [-1.8, 0.2, -0.8], [-0.3, 0.0, 1.0], [3.0, 4.8, 4.0], [0.2, 2.7, -3.2]], "e_lumo_ha": -0.1065, "total_charge": 0, "max_force_ha_per_bohr": 0.1354, "relative_energy_kcal_mol": 40.81, "e_homo_ha": -0.320, "spin_multiplicity": 1}


[3]
{"formula": "C5H8N2O", "method": "ωB97M-V/def2-TZVPD", "species": ["C", "C", "C", "C", "C", "H", "H", "H", "H", "H", "H", "H", "H", "N", "N", "O"], "positions_angstrom": [[1.875, -0.678, 0.163], [-1.192, -0.573, -0.656], [-0.628, 0.812, -0.824], [-0.265, 0.562, 0.756], [-1.645, -0.177, 0.723], [3.638, 0.513, -0.540], [2.186, -1.790, 0.220], [-1.816, -0.776, -1.444], [-1.121, 1.805, -0.878], [0.304, 0.556, -1.575], [-0.100, 1.431, 1.476], [-1.593, -0.685, 1.600], [-2.581, 0.565, 0.743], [2.580, 0.434, -0.104], [0.542, -0.672, 0.817], [-0.184, -1.327, -0.476]], "forces_ev_per_angstrom": [[3.2, 2.2, 0.7], [-4.1, 4.5, 1.2], [4.8, 0.5, -0.3], [-0.8, 1.3, -1.3], [-2.5, 4.6, 0.1], [-3.6, -1.5, 1.6], [-0.1, 1.9, -0.8], [-1.6, -1.7, -1.7], [-0.1, -1.1, -0.5], [-2.1, 1.8, 1.6], [0.3, -1.6, -0.9], [-0.9, -2.9, 2.0], [2.1, -1.5, -0.1], [-0.6, -2.8, -0.1], [0.9, 1.0, -3.0], [5.2, -4.7, 1.6]], "e_lumo_ha": 0.0279, "total_charge": 0, "max_force_ha_per_bohr": 0.1393, "relative_energy_kcal_mol": 167.42, "e_homo_ha": -0.346, "spin_multiplicity": 1}


[4]
{"formula": "C8H16KO5", "method": "ωB97M-V/def2-TZVPD", "species": ["O", "C", "C", "O", "C", "K", "H", "H", "H", "H", "H", "H", "H", "O", "C", "C", "O", "C", "C", "O", "C", "H", "H", "H", "H", "H", "H", "H", "H", "H"], "positions_angstrom": [[-1.719, -0.388, -1.414], [-2.608, -0.223, -0.386], [-3.036, -1.609, 0.093], [-1.838, -2.292, 0.439], [-2.024, -3.552, 1.046], [-0.053, -1.777, -1.385], [-3.271, 0.688, -0.777], [-2.448, 0.332, 0.572], [-3.541, -2.174, -0.712], [-3.693, -1.538, 0.976], [-1.031, -3.947, 1.288], [-2.616, -3.446, 1.967], [-2.537, -4.244, 0.359], [5.499, 0.079, -0.262], [4.375, -0.207, 0.059], [3.189, 0.003, -0.861], [1.959, -0.222, -0.197], [1.549, 0.809, 0.669], [0.619, 1.745, -0.018], [0.530, 2.915, 0.439], [-0.252, 3.907, -0.267], [4.143, -0.672, 1.045], [3.235, 1.007, -1.312], [3.266, -0.732, -1.675], [2.390, 1.345, 1.135], [0.956, 0.347, 1.477], [0.250, 1.435, -1.047], [-1.108, 4.134, 0.373], [0.394, 4.780, -0.393], [-0.578, 3.497, -1.230]], "forces_ev_per_angstrom": [[0.4, 1.8, 0.8], [-1.2, 2.3, -1.3], [-1.4, 0.3, -0.3], [0.5, 0.3, 0.1], [-0.3, -0.1, 0.1], [1.4, -1.5, -0.3], [-0.7, -2.5, 0.6], [1.8, -0.3, 0.2], [0.0, 0.2, 0.3], [0.1, -0.2, -0.2], [-0.2, 0.0, 0.0], [0.1, -0.2, -0.2], [0.1, 0.1, 0.2], [-0.8, -0.1, 0.2], [1.0, 0.1, 0.1], [0.3, 0.3, -0.5], [-0.5, 0.1, 0.2], [-0.4, -0.6, 0.4], [1.4, 0.6, -1.4], [-0.2, -1.4, -0.2], [-0.7, 0.6, -0.5], [0.0, 0.1, -0.2], [0.1, -0.2, 0.1], [-0.1, 0.2, 0.2], [-0.3, 0.1, -0.1], [0.2, 0.1, 0.0], [-0.5, 0.4, 1.2], [0.2, 0.0, -0.2], [-0.2, -0.3, 0.1], [0.1, 0.1, 0.3]], "e_lumo_ha": -0.2067, "total_charge": 1, "max_force_ha_per_bohr": 0.0554, "relative_energy_kcal_mol": 26.48, "e_homo_ha": -0.374, "spin_multiplicity": 1}


Computed M, in the same sequence as the records: 115.221, 304.651, 112.132, 231.309 u.